Entry 1:
{"formula": "C21H57N3O9", "method": "the ωB97M-V functional and the def2-TZVPD basis", "spin_multiplicity": 1, "smiles": "COCCNCCOC.COCCNCCOC.COCCNCCOC.CO.CO.CO", "relative_energy_kcal_mol": 28.5, "symbols": ["C", "O", "C", "C", "N", "C", "C", "O", "C", "H", "H", "H", "H", "H", "H", "H", "H", "H", "H", "H", "H", "H", "H", "H", "C", "O", "C", "C", "N", "C", "C", "O", "C", "H", "H", "H", "H", "H", "H", "H", "H", "H", "H", "H", "H", "H", "H", "H", "C", "O", "C", "C", "N", "C", "C", "O", "C", "H", "H", "H", "H", "H", "H", "H", "H", "H", "H", "H", "H", "H", "H", "H", "C", "O", "H", "H", "H", "H", "C", "O", "H", "H", "H", "H", "C", "O", "H", "H", "H", "H"], "coordinates": [[0.70, -4.14, -1.50], [0.61, -3.00, -2.29], [-0.68, -2.35, -2.27], [-0.59, -1.10, -3.17], [0.49, -0.21, -2.79], [0.94, 0.67, -3.91], [1.93, 1.71, -3.46], [3.18, 1.17, -3.21], [4.14, 2.20, -2.87], [0.07, -4.94, -1.89], [0.54, -3.97, -0.44], [1.68, -4.57, -1.66], [-0.92, -1.99, -1.27], [-1.42, -3.06, -2.62], [-1.52, -0.54, -3.29], [-0.35, -1.50, -4.15], [1.21, -0.88, -2.57], [0.14, 1.32, -4.26], [1.31, 0.16, -4.80], [1.54, 2.20, -2.56], [2.02, 2.41, -4.28], [3.82, 2.68, -1.94], [4.28, 2.89, -3.71], [5.13, 1.79, -2.73], [-1.19, -1.09, 4.37], [-1.42, -1.34, 3.03], [-2.42, -2.33, 2.77], [-2.61, -2.46, 1.26], [-3.63, -3.52, 1.08], [-3.82, -3.96, -0.30], [-4.42, -2.87, -1.15], [-4.78, -3.47, -2.37], [-5.38, -2.49, -3.23], [-2.06, -0.82, 4.96], [-0.47, -0.27, 4.28], [-0.69, -1.89, 4.92], [-3.30, -1.89, 3.23], [-2.04, -3.21, 3.30], [-1.64, -2.71, 0.82], [-3.00, -1.56, 0.80], [-3.46, -4.32, 1.68], [-4.50, -4.81, -0.35], [-2.93, -4.39, -0.75], [-3.69, -2.08, -1.29], [-5.22, -2.34, -0.62], [-4.76, -1.60, -3.30], [-6.41, -2.21, -3.02], [-5.35, -2.85, -4.26], [0.40, 7.25, -1.35], [0.33, 5.92, -0.79], [1.58, 5.24, -0.79], [1.38, 3.95, -0.01], [1.24, 4.26, 1.43], [0.80, 3.06, 2.15], [0.42, 3.51, 3.60], [-0.65, 4.43, 3.43], [-0.99, 5.02, 4.65], [-0.56, 7.76, -1.22], [0.65, 7.17, -2.41], [1.15, 7.89, -0.90], [2.46, 5.81, -0.49], [1.88, 4.91, -1.78], [2.23, 3.28, -0.10], [0.49, 3.46, -0.41], [0.54, 4.98, 1.50], [1.59, 2.31, 2.20], [-0.08, 2.64, 1.67], [1.30, 3.89, 4.12], [0.03, 2.66, 4.16], [-0.20, 5.63, 5.08], [-1.41, 4.37, 5.42], [-1.82, 5.70, 4.46], [0.37, -0.27, 0.61], [0.72, 0.81, -0.31], [-0.64, -0.57, 0.31], [1.05, -1.11, 0.46], [0.34, 0.04, 1.66], [0.71, 0.47, -1.21], [4.74, -3.15, 0.65], [3.44, -2.69, 0.30], [4.69, -4.24, 0.64], [5.53, -2.80, -0.02], [5.01, -2.82, 1.65], [3.49, -2.32, -0.58], [1.18, -3.80, 2.57], [2.22, -4.49, 1.93], [1.38, -2.73, 2.61], [0.27, -3.81, 1.96], [1.01, -4.13, 3.60], [2.71, -3.93, 1.31]]}


Entry 2:
{"formula": "C21H58BN4O5", "method": "the ωB97M-V functional and the def2-TZVPD basis", "spin_multiplicity": 1, "total_energy_ha": -1454.79634, "charge": -1, "symbols": ["C", "B", "C", "C", "C", "O", "C", "H", "H", "H", "H", "H", "H", "H", "H", "H", "H", "H", "H", "H", "H", "C", "C", "C", "O", "C", "N", "H", "H", "H", "H", "H", "H", "H", "H", "H", "H", "H", "C", "C", "C", "O", "C", "N", "H", "H", "H", "H", "H", "H", "H", "H", "H", "H", "H", "C", "C", "C", "O", "C", "N", "H", "H", "H", "H", "H", "H", "H", "H", "H", "H", "H", "C", "C", "C", "O", "C", "N", "H", "H", "H", "H", "H", "H", "H", "H", "H", "H", "H"], "coordinates": [[-0.74, -3.94, 0.02], [-1.69, -2.75, 0.66], [-3.16, -3.27, 1.23], [-4.09, -3.57, -0.10], [-5.26, -4.62, 0.37], [-6.63, -4.21, 0.07], [-6.95, -2.87, 0.60], [-1.08, -4.30, -1.05], [-0.78, -4.90, 0.71], [0.39, -3.65, -0.08], [-1.08, -2.13, 1.48], [-1.94, -1.98, -0.22], [-3.60, -2.46, 1.94], [-2.99, -4.32, 1.75], [-3.38, -4.13, -0.87], [-4.47, -2.61, -0.65], [-5.08, -4.91, 1.51], [-5.06, -5.63, -0.23], [-6.19, -2.45, 1.39], [-8.02, -2.78, 1.08], [-6.93, -2.13, -0.33], [3.88, -0.31, -2.52], [3.50, -0.41, -1.05], [2.54, -1.58, -0.74], [1.18, -1.34, -1.11], [0.89, -1.58, -2.48], [2.94, 0.88, -0.61], [3.08, 0.10, -3.14], [4.75, 0.35, -2.65], [4.15, -1.29, -2.93], [4.43, -0.59, -0.49], [2.52, -1.73, 0.35], [2.90, -2.52, -1.17], [1.47, -2.41, -2.88], [1.07, -0.67, -3.06], [-0.17, -1.82, -2.57], [2.78, 0.83, 0.40], [2.00, 0.95, -1.00], [-3.85, 1.99, -3.62], [-2.44, 1.67, -3.14], [-1.39, 1.63, -4.28], [-1.43, 0.44, -5.07], [-2.42, 0.45, -6.09], [-2.47, 0.41, -2.39], [-4.33, 1.15, -4.12], [-4.49, 2.27, -2.77], [-3.84, 2.84, -4.32], [-2.14, 2.47, -2.45], [-0.40, 1.64, -3.82], [-1.45, 2.52, -4.91], [-2.56, 1.45, -6.52], [-3.36, 0.06, -5.70], [-2.09, -0.22, -6.89], [-1.54, 0.24, -1.99], [-2.57, -0.35, -3.07], [0.77, -0.69, 3.62], [-0.44, -1.13, 4.44], [-0.21, -1.02, 5.97], [0.60, -2.06, 6.52], [2.00, -1.86, 6.38], [-0.81, -2.50, 4.05], [1.57, -1.43, 3.61], [0.48, -0.54, 2.57], [1.18, 0.26, 3.99], [-1.27, -0.46, 4.19], [-1.18, -1.11, 6.46], [0.19, -0.03, 6.25], [2.27, -0.80, 6.46], [2.34, -2.28, 5.44], [2.50, -2.40, 7.19], [-1.67, -2.75, 4.54], [-0.11, -3.13, 4.45], [5.21, 5.96, 1.19], [4.91, 4.60, 0.58], [4.26, 4.68, -0.82], [2.87, 5.02, -0.80], [2.61, 6.42, -0.69], [4.07, 3.83, 1.52], [4.31, 6.47, 1.57], [5.89, 5.86, 2.04], [5.69, 6.62, 0.46], [5.87, 4.08, 0.47], [4.31, 3.69, -1.27], [4.81, 5.35, -1.49], [3.35, 7.02, -1.21], [2.55, 6.70, 0.36], [1.63, 6.61, -1.14], [3.95, 2.89, 1.15], [3.13, 4.23, 1.48]]}